(1)
{"formula": "C3H12NO", "method": "ωB97M-V/def2-TZVPD", "charge": 1, "gap_ev": 11.86, "symbols": ["C", "N", "H", "H", "H", "H", "H", "H", "C", "O", "C", "H", "H", "H", "H", "H", "H"], "xyz": [[0.356, 2.594, 0.737], [0.603, 1.197, 1.143], [-0.335, 2.906, 1.605], [-0.169, 2.918, -0.208], [1.157, 3.331, 0.884], [0.666, 1.136, 2.169], [-0.172, 0.464, 0.855], [1.492, 0.790, 0.875], [-0.628, -1.297, -1.231], [-0.977, -0.475, -0.021], [0.261, -2.482, -0.969], [-0.063, -0.518, -1.739], [-1.588, -1.548, -1.699], [-1.900, -0.673, 0.168], [-0.283, -3.168, -0.312], [1.124, -2.134, -0.372], [0.455, -3.042, -1.884]], "nbo_charge": [-0.466, -0.707, 0.226, 0.266, 0.251, 0.430, 0.485, 0.424, -0.052, -0.786, -0.643, 0.181, 0.201, 0.506, 0.223, 0.208, 0.253]}



(2)
{"formula": "C21H24N6O4", "method": "ωB97M-V/def2-TZVPD", "charge": 0, "gap_ev": 8.82, "smiles": "Cc1ccc(-c2nnn(CC(=O)N(CC(=O)NC[C@@H]3CCCO3)c3ccccc3)n2)o1", "symbols": ["C", "C", "C", "C", "C", "C", "N", "N", "N", "C", "C", "O", "N", "C", "C", "O", "N", "C", "C", "C", "C", "C", "O", "C", "C", "C", "C", "C", "C", "N", "O", "H", "H", "H", "H", "H", "H", "H", "H", "H", "H", "H", "H", "H", "H", "H", "H", "H", "H", "H", "H", "H", "H", "H", "H"], "xyz": [[-6.293, -1.344, 1.067], [-5.814, -0.113, 0.386], [-6.483, 0.847, -0.322], [-5.514, 1.782, -0.741], [-4.316, 1.325, -0.256], [-3.004, 1.878, -0.389], [-2.735, 3.013, -1.076], [-1.470, 3.201, -0.988], [-0.977, 2.225, -0.270], [0.412, 2.056, 0.003], [1.067, 1.253, -1.129], [0.409, 0.741, -2.016], [2.410, 1.203, -1.083], [3.136, 0.455, -2.103], [3.174, -1.023, -1.682], [4.161, -1.550, -1.217], [1.988, -1.634, -1.867], [1.663, -2.866, -1.189], [1.397, -2.600, 0.314], [0.474, -3.659, 0.924], [-0.923, -3.100, 0.622], [-0.669, -1.613, 0.309], [0.717, -1.376, 0.514], [3.172, 1.621, 0.045], [4.029, 2.707, -0.073], [4.801, 3.090, 1.010], [4.722, 2.390, 2.202], [3.871, 1.303, 2.313], [3.095, 0.913, 1.237], [-1.890, 1.371, 0.134], [-4.499, 0.173, 0.429], [-7.367, -1.441, 0.939], [-5.801, -2.223, 0.651], [-6.061, -1.304, 2.131], [-7.535, 0.879, -0.518], [-5.660, 2.671, -1.318], [0.510, 1.498, 0.936], [0.881, 3.039, 0.090], [2.617, 0.571, -3.058], [4.152, 0.844, -2.168], [1.204, -1.045, -2.131], [0.783, -3.296, -1.668], [2.507, -3.553, -1.284], [2.358, -2.508, 0.828], [0.641, -3.715, 1.999], [0.642, -4.643, 0.491], [-1.373, -3.601, -0.234], [-1.592, -3.216, 1.472], [-1.215, -0.933, 0.964], [-0.938, -1.371, -0.727], [4.086, 3.245, -1.007], [5.467, 3.935, 0.920], [5.330, 2.688, 3.043], [3.817, 0.750, 3.239], [2.436, 0.059, 1.303]], "nbo_charge": [-0.652, 0.307, -0.326, -0.241, 0.197, 0.234, -0.252, -0.025, 0.009, -0.327, 0.713, -0.641, -0.450, -0.304, 0.666, -0.621, -0.623, -0.256, 0.083, -0.429, -0.432, -0.088, -0.555, 0.111, -0.212, -0.203, -0.202, -0.215, -0.171, -0.253, -0.385, 0.230, 0.226, 0.227, 0.228, 0.239, 0.264, 0.253, 0.238, 0.231, 0.430, 0.198, 0.228, 0.203, 0.213, 0.214, 0.206, 0.216, 0.213, 0.176, 0.222, 0.219, 0.218, 0.218, 0.235]}



(3)
{"formula": "C25H67F8HfN2O30PS10", "method": "ωB97M-V/def2-TZVPD", "charge": 2, "gap_ev": 5.78, "symbols": ["Hf", "P", "F", "F", "F", "F", "F", "F", "N", "S", "O", "O", "F", "S", "O", "O", "F", "C", "N", "O", "O", "H", "H", "H", "O", "S", "O", "O", "C", "C", "C", "H", "H", "H", "H", "H", "H", "H", "H", "O", "S", "O", "O", "C", "C", "C", "H", "H", "H", "H", "H", "H", "H", "H", "O", "S", "O", "O", "C", "C", "C", "H", "H", "H", "H", "H", "H", "H", "H", "O", "S", "O", "O", "C", "C", "C", "H", "H", "H", "H", "H", "H", "H", "H", "O", "S", "O", "O", "C", "C", "C", "H", "H", "H", "H", "H", "H", "H", "H", "O", "S", "O", "O", "C", "C", "C", "H", "H", "H", "H", "H", "H", "H", "H", "O", "S", "O", "O", "C", "C", "C", "H", "H", "H", "H", "H", "H", "H", "H", "O", "S", "O", "O", "C", "C", "C", "H", "H", "H", "H", "H", "H", "H", "H"], "xyz": [[2.146, -2.244, 1.932], [-0.992, -4.269, 0.848], [-1.433, -2.716, 0.569], [-1.562, -4.303, 2.326], [-2.382, -4.726, 0.244], [-0.455, -5.760, 0.977], [-0.249, -4.151, -0.583], [0.467, -3.662, 1.545], [2.408, -3.830, 3.432], [1.419, -4.519, 4.537], [1.574, -4.086, 5.883], [0.813, -5.762, 4.220], [0.202, -3.522, 4.168], [3.681, -4.830, 4.017], [3.698, -6.186, 3.610], [4.209, -4.465, 5.280], [4.763, -4.196, 3.055], [7.078, -7.233, 2.899], [6.629, -8.582, 2.486], [6.401, -8.814, 1.320], [6.514, -9.390, 3.384], [6.126, -6.700, 2.871], [7.741, -6.814, 2.148], [7.501, -7.153, 3.891], [0.029, -1.337, 2.481], [-1.224, -0.656, 2.858], [-1.167, 0.500, 3.686], [-1.872, -0.341, 1.459], [-3.185, 0.278, 1.413], [-3.202, 1.787, 1.702], [-2.356, -1.861, 3.547], [-3.923, -0.273, 1.995], [-3.411, 0.158, 0.354], [-2.147, 2.061, 1.629], [-3.581, 1.917, 2.712], [-3.727, 2.364, 0.949], [-1.731, -2.547, 4.114], [-2.867, -2.310, 2.700], [-3.069, -1.382, 4.214], [5.620, -2.977, -1.233], [5.398, -2.336, 0.009], [4.026, -2.248, 0.517], [6.244, -3.017, 1.139], [7.514, -3.589, 0.747], [8.615, -3.049, 1.649], [6.096, -0.699, -0.134], [7.783, -3.497, -0.304], [7.461, -4.666, 0.918], [8.532, -1.959, 1.622], [9.616, -3.355, 1.360], [8.416, -3.318, 2.687], [7.091, -0.861, -0.543], [6.100, -0.204, 0.835], [5.515, -0.084, -0.820], [4.669, -5.834, 0.710], [3.292, -5.609, 0.420], [2.717, -4.315, 0.751], [3.062, -5.726, -1.143], [3.837, -6.719, -1.842], [5.080, -6.089, -2.419], [2.318, -6.976, 1.004], [3.347, -7.268, -2.649], [4.027, -7.567, -1.174], [5.715, -5.665, -1.636], [4.822, -5.310, -3.133], [5.822, -6.773, -2.837], [1.755, -7.349, 0.156], [1.666, -6.659, 1.819], [2.969, -7.700, 1.489], [-2.891, -1.509, 6.910], [-2.022, -2.490, 7.493], [-1.287, -3.416, 6.707], [-0.991, -1.606, 8.374], [-1.553, -0.519, 9.133], [-0.967, -0.429, 10.538], [-2.936, -3.294, 8.835], [-2.635, -0.619, 9.188], [-1.245, 0.380, 8.597], [-1.356, 0.461, 11.025], [0.115, -0.456, 10.413], [-1.240, -1.304, 11.129], [-3.412, -4.175, 8.409], [-3.708, -2.624, 9.199], [-2.226, -3.588, 9.601], [-4.081, -8.250, 5.335], [-3.182, -8.740, 6.332], [-3.631, -9.710, 7.264], [-1.868, -9.306, 5.596], [-1.242, -8.456, 4.631], [-0.435, -9.275, 3.643], [-2.509, -7.347, 7.235], [-0.615, -7.698, 5.108], [-2.016, -7.897, 4.097], [-0.837, -10.268, 3.437], [0.520, -9.498, 4.125], [-0.375, -8.806, 2.663], [-2.091, -6.606, 6.549], [-1.661, -7.697, 7.817], [-3.333, -6.846, 7.732], [7.791, -3.359, 7.238], [7.891, -4.657, 6.647], [8.023, -4.802, 5.223], [9.195, -5.344, 7.265], [9.512, -6.676, 6.802], [10.990, -6.915, 7.133], [6.573, -5.630, 7.394], [9.330, -6.817, 5.738], [8.923, -7.395, 7.377], [11.541, -6.118, 6.639], [11.296, -7.870, 6.711], [11.057, -6.916, 8.217], [6.782, -6.663, 7.123], [5.627, -5.316, 6.967], [6.729, -5.407, 8.444], [2.075, -0.984, 3.899], [1.612, -0.349, 5.136], [0.412, -0.775, 5.753], [2.817, -0.458, 6.152], [2.528, -0.515, 7.572], [1.852, 0.706, 8.155], [1.573, 1.400, 4.904], [3.476, -0.722, 8.073], [1.995, -1.436, 7.824], [0.840, 0.831, 7.773], [2.401, 1.584, 7.802], [1.859, 0.680, 9.240], [1.052, 1.770, 5.786], [1.076, 1.829, 4.040], [2.603, 1.752, 4.947], [4.372, -1.750, 3.177], [5.411, -1.099, 3.957], [6.648, -0.931, 3.271], [4.891, 0.334, 4.405], [5.882, 1.222, 4.986], [5.488, 1.687, 6.392], [5.687, -1.866, 5.557], [5.916, 2.071, 4.305], [6.908, 0.862, 5.064], [6.285, 2.248, 6.869], [5.240, 0.786, 6.952], [4.614, 2.318, 6.229], [4.865, -1.707, 6.243], [6.562, -1.340, 5.948], [6.095, -2.856, 5.370]], "mulliken_charge": [3.050, 1.695, -0.382, -0.318, -0.324, -0.273, -0.371, 0.262, 1.074, 0.412, -0.457, -0.371, -0.034, -0.512, -0.535, -0.284, 0.192, -0.021, 1.057, -0.583, -0.588, -0.136, 0.262, -0.013, -1.375, 0.866, -0.670, -0.162, -0.304, -1.022, -0.619, 0.374, 0.340, 0.231, 0.274, 0.392, -0.512, 0.633, 0.630, -0.421, 0.433, -0.995, -0.032, -0.134, -1.165, -1.053, 0.634, -0.172, 0.252, 0.485, 0.163, 0.420, 0.230, 0.483, -0.347, 0.609, -0.552, -0.090, -0.364, -0.823, -0.930, 0.437, 0.273, -0.019, 0.305, 0.426, 0.682, 0.015, 0.454, -0.653, 0.992, -0.373, -0.188, -0.321, -1.197, -1.115, 0.584, 0.160, 0.385, 0.228, 0.328, 0.346, 0.394, 0.340, -0.621, 1.179, -0.594, -0.397, 0.106, -1.246, -0.665, 0.098, 0.443, 0.416, 0.335, 0.210, -0.010, 0.412, 0.397, -0.623, 1.161, -0.511, -0.290, 0.071, -1.384, -0.502, 0.117, 0.328, 0.341, 0.405, 0.338, 0.342, -0.052, 0.373, 0.080, 0.469, -0.379, -0.027, -0.290, -0.810, -1.098, 0.647, 0.254, -0.047, 0.258, 0.415, 0.414, 0.358, 0.225, 0.520, 0.358, -0.626, -0.021, -0.739, -0.737, -0.922, 0.466, 0.460, 0.475, 0.051, 0.284, 0.034, 0.737, 0.020]}



(4)
{"formula": "C36H54N5O2P2Pb", "method": "ωB97M-V/def2-TZVPD", "charge": 1, "gap_ev": [5.23, 5.23], "symbols": ["C", "C", "C", "C", "C", "H", "H", "H", "N", "P", "P", "C", "H", "H", "C", "H", "C", "C", "C", "C", "C", "H", "H", "H", "C", "H", "H", "H", "C", "H", "H", "H", "C", "H", "H", "H", "C", "H", "H", "H", "C", "H", "H", "H", "C", "H", "H", "H", "C", "H", "H", "H", "C", "H", "H", "H", "C", "H", "H", "H", "C", "H", "H", "H", "C", "H", "H", "H", "Pb", "C", "O", "N", "C", "C", "C", "C", "C", "H", "C", "H", "C", "H", "H", "H", "C", "N", "C", "C", "C", "N", "C", "O", "N", "H", "H", "H", "H", "H", "H", "H"], "xyz": [[-1.268, -0.824, -2.824], [-2.662, 0.301, -1.330], [-2.214, -0.767, -3.851], [-3.594, 0.523, -2.387], [-3.374, -0.021, -3.640], [-2.002, -1.295, -4.779], [-4.514, 1.058, -2.155], [-4.092, 0.106, -4.447], [-1.415, -0.181, -1.663], [1.465, -1.107, -2.236], [-2.480, 0.695, 1.604], [-0.063, -1.753, -3.007], [-0.304, -2.729, -2.550], [0.091, -1.962, -4.075], [-3.164, 0.432, 0.010], [-4.155, 0.914, -0.010], [-3.882, 0.070, 2.770], [-1.823, 2.475, 2.125], [2.477, -2.654, -1.865], [2.132, 0.005, -3.625], [-3.189, -0.858, 3.784], [-2.434, -0.330, 4.381], [-3.949, -1.256, 4.472], [-2.701, -1.703, 3.284], [-4.641, 1.182, 3.508], [-4.016, 1.776, 4.181], [-5.171, 1.847, 2.814], [-5.408, 0.701, 4.136], [-4.927, -0.745, 2.000], [-5.590, -1.231, 2.731], [-5.549, -0.118, 1.353], [-4.471, -1.530, 1.391], [-1.410, 2.402, 3.605], [-0.639, 1.632, 3.758], [-0.983, 3.372, 3.904], [-2.244, 2.190, 4.282], [-0.582, 2.884, 1.311], [0.319, 2.335, 1.629], [-0.735, 2.777, 0.229], [-0.361, 3.947, 1.502], [-2.940, 3.479, 1.850], [-3.832, 3.304, 2.460], [-2.575, 4.490, 2.084], [-3.229, 3.461, 0.791], [3.628, 0.268, -3.388], [3.956, 1.045, -4.095], [3.830, 0.639, -2.373], [4.243, -0.624, -3.571], [1.349, 1.329, -3.539], [0.271, 1.173, -3.680], [1.509, 1.852, -2.583], [1.700, 1.986, -4.349], [1.925, -0.591, -5.026], [2.439, 0.062, -5.748], [2.349, -1.598, -5.133], [0.868, -0.616, -5.318], [1.619, -3.631, -1.030], [0.875, -4.157, -1.644], [2.282, -4.395, -0.596], [1.096, -3.134, -0.197], [3.712, -2.243, -1.037], [3.434, -1.749, -0.094], [4.276, -3.154, -0.789], [4.381, -1.574, -1.593], [2.911, -3.320, -3.177], [2.054, -3.611, -3.801], [3.587, -2.687, -3.767], [3.465, -4.237, -2.927], [0.717, 0.074, 0.267], [2.233, 2.571, -0.379], [2.510, 3.667, -0.208], [-1.101, -1.319, 0.869], [-2.181, -1.781, 0.587], [-2.816, -3.074, 0.407], [-2.153, -4.148, 1.020], [-3.998, -3.306, -0.320], [-2.719, -5.424, 1.025], [-1.193, -3.964, 1.513], [-4.560, -4.588, -0.323], [-4.460, -2.484, -0.869], [-3.937, -5.637, 0.367], [-2.208, -6.241, 1.542], [-5.493, -4.774, -0.860], [-4.394, -6.629, 0.389], [1.734, -0.905, 5.145], [2.631, -0.346, 4.129], [3.933, -0.048, 4.417], [4.730, 0.473, 3.439], [4.161, 0.705, 2.168], [2.887, 0.385, 1.889], [2.116, -0.092, 2.891], [0.877, -0.317, 2.685], [4.873, 1.222, 1.138], [0.910, -0.212, 5.358], [2.316, -1.064, 6.053], [1.313, -1.860, 4.808], [4.230, -0.257, 5.444], [5.770, 0.726, 3.617], [5.790, 1.608, 1.325], [4.357, 1.601, 0.347]], "mulliken_charge": [-0.537, 0.004, -0.931, -1.178, -1.008, 0.490, 0.457, 0.408, 1.221, 0.051, 1.365, -0.574, 0.375, 0.601, -1.084, 0.350, 1.928, 2.219, 1.999, 2.017, -1.655, 0.253, 0.529, 0.231, -1.966, 0.339, 0.356, 0.484, -1.869, 0.595, 0.295, 0.269, -1.515, -0.067, 0.518, 0.228, -1.654, -0.120, 0.293, 0.694, -1.789, 0.307, 0.537, 0.318, -1.783, 0.551, 0.129, 0.297, -1.327, 0.249, -0.039, 0.573, -1.811, 0.539, 0.248, 0.395, -1.949, 0.391, 0.583, 0.323, -1.618, 0.160, 0.546, 0.273, -1.881, 0.315, 0.327, 0.517, 2.263, -0.105, -0.236, -0.651, 0.334, 0.083, -0.542, -0.046, -0.775, 0.344, -0.864, 0.539, -0.504, 0.409, 0.426, 0.404, -0.799, 0.122, -0.216, -1.125, 0.771, 0.261, -0.112, -0.418, -0.358, 0.267, 0.327, 0.263, 0.410, 0.413, 0.256, 0.067]}